Computed, not measured: C47H37NO3P2ReS as an isolated structure, with ωB97M-V/def2-TZVPD.

Properties
Frontier orbital gap ... 6.065 eV
Strongest force on any atom ... 0.9 eV/Å
Charge ... +3

Geometry (Å):
Re: 0.240 -0.202 0.260
O: 0.298 2.975 0.115
S: 0.084 1.928 -0.886
C: -1.428 2.155 -1.730
C: -1.731 3.377 -2.337
C: -2.956 3.517 -2.957
C: -3.868 2.461 -2.953
C: -3.582 1.288 -2.278
C: -2.355 1.134 -1.632
P: -2.142 -0.284 -0.500
C: -2.559 -1.645 -1.596
C: -3.779 -2.313 -1.543
C: -4.054 -3.301 -2.479
C: -3.116 -3.630 -3.448
C: -1.898 -2.963 -3.499
C: -1.620 -1.965 -2.578
C: -3.289 0.181 0.816
C: -4.103 -0.718 1.509
C: -5.026 -0.240 2.425
C: -5.132 1.121 2.678
C: -4.301 2.016 2.018
C: -3.386 1.553 1.089
C: 1.401 2.060 -2.065
C: 1.406 2.975 -3.103
C: 2.599 3.239 -3.767
C: 3.772 2.616 -3.372
C: 3.753 1.668 -2.354
C: 2.561 1.367 -1.698
P: 2.471 -0.024 -0.542
C: 3.946 -0.956 -0.892
C: 4.976 -1.014 0.043
C: 6.143 -1.688 -0.283
C: 6.260 -2.314 -1.516
C: 5.220 -2.265 -2.438
C: 4.055 -1.583 -2.133
C: 2.426 0.608 1.214
C: 2.990 1.922 1.487
C: 3.354 2.228 2.749
C: 3.209 1.308 3.855
C: 2.725 0.070 3.672
C: 2.248 -0.356 2.351
H: -1.050 4.216 -2.285
H: -3.211 4.454 -3.437
H: -4.825 2.575 -3.447
H: -4.328 0.505 -2.224
H: -4.515 -2.069 -0.788
H: -5.007 -3.816 -2.449
H: -3.338 -4.401 -4.174
H: -1.175 -3.208 -4.267
H: -0.680 -1.423 -2.652
H: -4.039 -1.781 1.335
H: -5.676 -0.939 2.936
H: -5.867 1.483 3.388
H: -4.375 3.080 2.211
H: -2.767 2.278 0.572
H: 0.507 3.481 -3.418
H: 2.606 3.944 -4.589
H: 4.705 2.844 -3.871
H: 4.666 1.153 -2.094
H: 4.886 -0.534 1.012
H: 6.958 -1.726 0.428
H: 7.171 -2.845 -1.764
H: 5.320 -2.757 -3.397
H: 3.251 -1.534 -2.861
H: 3.154 2.608 0.668
H: 3.822 3.187 2.938
H: 3.558 1.616 4.832
H: 2.681 -0.650 4.480
H: 2.330 -1.402 2.095
O: -2.022 -2.470 0.996
C: -0.988 -2.975 0.643
C: -0.720 -4.439 0.459
C: 0.780 -4.528 0.209
C: 1.261 -3.104 0.251
O: 2.404 -2.728 0.269
N: 0.166 -2.200 0.352
H: -1.337 -4.787 -0.371
H: -1.052 -4.974 1.348
H: 1.055 -4.960 -0.755
H: 1.318 -5.091 0.971
C: 0.891 0.300 1.940
C: -0.074 0.983 2.824
C: -0.902 0.110 3.552
C: -1.808 0.626 4.460
C: -1.872 1.999 4.656
C: -1.052 2.862 3.936
C: -0.159 2.368 3.002
H: -0.814 -0.963 3.421
H: -2.445 -0.042 5.024
H: -2.564 2.406 5.384
H: -1.109 3.929 4.110
H: 0.471 3.034 2.439